{"formula": "C35H77Ba2N3O12", "method": "ωB97M-V/def2-TZVPD", "elements": ["Ba", "Ba", "O", "C", "O", "O", "H", "O", "C", "O", "O", "H", "C", "C", "O", "H", "H", "H", "H", "H", "H", "C", "C", "O", "H", "H", "H", "H", "H", "H", "C", "C", "O", "H", "H", "H", "H", "H", "H", "C", "C", "C", "C", "C", "C", "N", "O", "C", "C", "C", "H", "H", "H", "H", "H", "H", "H", "H", "H", "H", "H", "H", "H", "H", "H", "H", "H", "H", "H", "C", "C", "C", "C", "C", "C", "N", "O", "C", "C", "C", "H", "H", "H", "H", "H", "H", "H", "H", "H", "H", "H", "H", "H", "H", "H", "H", "H", "H", "H", "C", "C", "C", "C", "C", "C", "N", "O", "C", "C", "C", "H", "H", "H", "H", "H", "H", "H", "H", "H", "H", "H", "H", "H", "H", "H", "H", "H", "H", "H"], "positions_angstrom": [[-4.16, 3.78, -0.52], [-2.36, 3.88, 3.73], [-5.39, 1.18, 2.26], [-5.71, 2.49, 2.41], [-4.72, 3.35, 2.23], [-6.81, 2.84, 2.73], [-4.43, 1.12, 2.14], [-0.74, 0.58, 0.85], [-1.80, 1.31, 1.23], [-1.86, 1.58, 2.46], [-2.64, 1.64, 0.34], [-0.79, 0.51, -0.12], [-2.60, 0.01, 6.90], [-1.56, 1.09, 6.65], [-1.74, 1.69, 5.32], [-3.51, 0.49, 7.27], [-2.27, -0.72, 7.63], [-2.90, -0.51, 5.99], [-0.55, 0.68, 6.70], [-1.67, 1.91, 7.35], [-1.45, 1.05, 4.65], [-1.05, 2.95, -2.87], [-2.20, 2.40, -3.65], [-3.42, 2.60, -2.84], [-0.93, 4.03, -3.00], [-0.12, 2.46, -3.18], [-1.10, 2.67, -1.81], [-2.12, 1.33, -3.83], [-2.34, 2.94, -4.58], [-4.09, 1.99, -3.17], [-6.55, -0.41, -1.79], [-5.65, 0.41, -0.91], [-6.07, 1.81, -0.94], [-6.25, -1.45, -1.87], [-6.53, 0.00, -2.81], [-7.59, -0.38, -1.45], [-4.60, 0.35, -1.21], [-5.65, 0.07, 0.13], [-7.01, 1.77, -0.74], [4.71, 4.11, -4.23], [3.24, 3.84, -3.88], [2.76, 2.56, -4.56], [3.12, 1.30, -3.76], [2.68, 1.38, -2.31], [3.11, 2.65, -1.58], [2.95, 3.82, -2.45], [3.36, 5.01, -1.83], [2.22, 2.81, -0.34], [4.56, 2.51, -1.09], [2.45, 4.98, -4.50], [5.38, 3.31, -3.88], [5.10, 4.97, -3.69], [4.89, 4.18, -5.30], [1.66, 2.61, -4.53], [3.12, 2.49, -5.58], [4.21, 1.19, -3.77], [2.75, 0.41, -4.28], [3.13, 0.52, -1.80], [1.59, 1.28, -2.25], [2.35, 3.71, 0.26], [1.16, 2.73, -0.62], [2.49, 1.95, 0.28], [4.72, 1.54, -0.61], [5.33, 2.63, -1.84], [4.84, 3.22, -0.30], [2.66, 5.04, -5.57], [2.74, 5.95, -4.07], [1.36, 4.88, -4.40], [2.56, 5.40, -1.48], [1.12, -2.40, 5.07], [2.55, -2.71, 4.62], [2.58, -3.87, 3.61], [1.98, -3.48, 2.27], [2.78, -2.34, 1.65], [3.05, -1.17, 2.63], [3.26, -1.62, 4.00], [3.55, -0.56, 4.87], [4.32, -0.47, 2.17], [1.88, -0.18, 2.58], [3.34, -3.21, 5.84], [1.09, -1.44, 5.61], [0.72, -3.11, 5.79], [0.43, -2.30, 4.23], [3.64, -4.06, 3.44], [2.06, -4.74, 4.01], [0.94, -3.15, 2.38], [2.01, -4.36, 1.62], [2.19, -1.92, 0.83], [3.70, -2.72, 1.20], [4.45, 0.50, 2.66], [5.17, -1.10, 2.44], [4.38, -0.32, 1.09], [2.13, 0.77, 3.05], [1.56, 0.03, 1.55], [0.91, -0.54, 2.95], [3.48, -2.38, 6.54], [4.35, -3.51, 5.57], [2.84, -3.98, 6.42], [4.51, -0.54, 4.93], [-2.93, -4.92, -3.04], [-2.53, -3.66, -2.25], [-2.32, -4.15, -0.80], [-1.62, -3.09, 0.03], [-0.32, -2.60, -0.60], [-0.40, -2.25, -2.09], [-1.29, -3.16, -2.78], [-1.49, -2.72, -4.12], [-0.81, -0.77, -2.21], [1.02, -2.41, -2.65], [-3.72, -2.70, -2.27], [-2.48, -5.83, -2.63], [-2.71, -4.88, -4.11], [-4.00, -5.09, -2.92], [-3.26, -4.43, -0.33], [-1.65, -5.01, -0.83], [-1.38, -3.49, 1.02], [-2.28, -2.25, 0.30], [0.42, -3.39, -0.44], [-0.03, -1.73, -0.02], [-0.04, -0.11, -1.80], [-0.90, -0.48, -3.26], [-1.73, -0.57, -1.66], [1.47, -3.32, -2.27], [1.07, -2.45, -3.75], [1.67, -1.57, -2.42], [-4.16, -2.60, -3.27], [-3.49, -1.69, -1.93], [-4.51, -3.07, -1.61], [-0.82, -3.20, -4.62]], "total_charge": 2, "homo_lumo_gap_ev": 4.460, "multiplicity": 1}